{"formula": "C14H25NSiW", "method": "ωB97M-V with the def2-TZVPD basis set", "spin_multiplicity": 3, "energy_ev": -26113.746, "homo_lumo_gap_ev": [7.4, 8.0], "s2": 2.03, "homo_energy_ha": [-0.245, -0.269], "relative_energy_kj_mol": 26.8, "species": ["W", "C", "N", "C", "C", "C", "C", "C", "C", "C", "C", "H", "H", "H", "H", "H", "H", "H", "H", "H", "H", "H", "H", "C", "Si", "C", "C", "C", "H", "H", "H", "H", "H", "H", "H", "H", "H", "H", "H", "C", "H", "H"], "positions_angstrom": [[-0.379738, -0.446244, 0.579196], [-0.742268, 2.573064, 1.052763], [0.327204, 1.568072, 1.271445], [1.545313, 2.011000, 0.566269], [0.584736, 1.475756, 2.739680], [-0.435909, 0.585598, 3.390702], [-0.985469, 0.894374, 4.627406], [-1.839662, -0.012640, 5.242492], [-2.141516, -1.212054, 4.609256], [-1.618618, -1.486802, 3.348630], [-0.751987, -0.598966, 2.697484], [-0.416711, 3.536382, 1.454775], [-1.646771, 2.259277, 1.571931], [-0.955560, 2.663297, -0.007116], [1.844440, 2.999271, 0.926300], [1.341065, 2.061295, -0.500989], [2.338108, 1.290660, 0.742667], [0.601802, 2.482549, 3.167817], [1.574847, 1.037683, 2.859834], [-0.743993, 1.832286, 5.118089], [-2.266897, 0.215610, 6.210821], [-2.799858, -1.924154, 5.091096], [-1.893004, -2.419150, 2.866489], [-1.790993, -2.472198, -0.215687], [-2.016823, -1.367163, -1.759528], [-3.751290, -1.667593, -2.379268], [-0.833706, -1.916785, -3.076526], [-1.648305, 0.300955, -1.088315], [-1.638995, -3.521743, -0.474336], [-2.633368, -2.396782, 0.473450], [-0.853194, -2.283492, 0.365335], [-3.909767, -2.725208, -2.613819], [-3.926143, -1.088996, -3.292389], [-4.501388, -1.365542, -1.642167], [-0.980605, -2.976880, -3.305425], [0.200657, -1.767580, -2.760859], [-1.007061, -1.349732, -3.997257], [-2.554873, 0.757048, -0.663907], [-1.219717, 0.988999, -1.819846], [1.316459, -1.191765, -0.031062], [2.139253, -0.613580, -0.460368], [1.522124, -2.266402, -0.029900]], "atomic_forces_ev_per_a": [[0.9, 0.7, -0.6], [0.1, -0.1, 0.1], [-0.1, 0.0, 0.0], [-0.1, 0.0, 0.1], [0.0, 0.0, -0.1], [0.1, -0.1, 0.0], [0.1, -0.1, 0.0], [0.0, -0.1, 0.0], [0.0, 0.1, 0.0], [0.1, 0.1, 0.1], [-0.3, 0.2, 0.2], [0.0, 0.1, 0.0], [0.0, 0.0, 0.0], [0.0, 0.0, 0.0], [0.0, 0.0, 0.0], [0.0, 0.0, 0.0], [0.0, 0.0, 0.0], [0.0, 0.0, 0.0], [0.1, -0.1, 0.0], [0.0, 0.0, 0.0], [0.0, 0.0, 0.0], [0.0, 0.0, 0.0], [0.0, 0.0, 0.0], [-0.1, 0.2, -0.1], [-0.1, -0.1, 0.1], [-0.2, 0.0, 0.0], [0.2, -0.1, -0.2], [0.1, 0.0, 0.1], [0.0, 0.0, 0.0], [0.0, -0.1, 0.0], [0.1, -0.9, 0.3], [0.0, 0.1, 0.0], [0.0, -0.1, 0.1], [0.0, 0.0, -0.1], [0.0, 0.1, 0.0], [0.0, 0.0, 0.0], [0.0, -0.1, 0.1], [0.0, 0.0, 0.0], [0.0, 0.1, 0.0], [-0.8, 0.2, 0.3], [0.0, 0.0, 0.1], [0.0, 0.0, -0.1]], "nbo_charge": [1.24, -0.42, -0.43, -0.41, -0.24, -0.07, -0.22, -0.21, -0.22, -0.22, -0.36, 0.19, 0.22, 0.23, 0.19, 0.22, 0.23, 0.19, 0.22, 0.20, 0.21, 0.21, 0.20, -1.03, 1.66, -1.12, -1.12, -1.40, 0.27, 0.24, 0.18, 0.23, 0.24, 0.23, 0.23, 0.26, 0.24, 0.24, 0.25, -0.91, 0.18, 0.19]}


{"formula": "C14H26AuP", "method": "ωB97M-V with the def2-TZVPD basis set", "energy_ev": -27920.681, "homo_lumo_gap_ev": 8.1, "homo_energy_ha": -0.269, "species": ["Au", "C", "C", "C", "C", "C", "H", "H", "H", "H", "H", "C", "C", "C", "P", "C", "C", "C", "C", "C", "C", "H", "H", "H", "H", "H", "H", "H", "H", "H", "H", "H", "H", "H", "H", "H", "H", "H", "H", "H", "H", "H"], "positions_angstrom": [[-1.651579, -0.012668, 0.398345], [-3.570634, 0.238502, -0.524272], [-3.457528, -0.904462, -1.448991], [-3.019957, -0.434854, -2.668470], [-2.893514, 1.007055, -2.594343], [-3.247591, 1.423754, -1.330240], [-4.364478, 0.274898, 0.225484], [-3.701604, -1.932241, -1.197621], [-2.809030, -1.041089, -3.541676], [-2.575681, 1.650856, -3.406077], [-3.302856, 2.449303, -0.976241], [1.420568, 0.526594, 3.300776], [1.620443, -0.482539, 2.164943], [1.390996, -1.904338, 2.686743], [0.630269, -0.096361, 0.646408], [1.214556, -1.432484, -0.507847], [1.260840, -1.059618, -1.994466], [0.277774, -2.650778, -0.363924], [1.277862, 1.595181, 0.197429], [0.412533, 2.684852, 0.867507], [1.328295, 1.910992, -1.302518], [1.978259, 0.192350, 4.180863], [0.365444, 0.598425, 3.583944], [1.778240, 1.524260, 3.048479], [2.647250, -0.405753, 1.810258], [0.333886, -2.075185, 2.914452], [1.956317, -2.042830, 3.613108], [1.719919, -2.671074, 1.984809], [2.215851, -1.702939, -0.173353], [0.323127, -0.584174, -2.315343], [1.374752, -1.979194, -2.579668], [2.093950, -0.405777, -2.247995], [-0.673927, -2.430462, -0.855506], [0.055722, -2.932500, 0.663608], [0.727688, -3.515926, -0.865025], [2.287811, 1.642372, 0.604769], [-0.534133, 2.774826, 0.330192], [0.932281, 3.647963, 0.799792], [0.175846, 2.501471, 1.912654], [0.376857, 1.665397, -1.793636], [2.137174, 1.400029, -1.822224], [1.488000, 2.988166, -1.425127]], "atomic_forces_ev_per_a": [[0.1, 0.1, -0.1], [-0.2, -0.1, -0.1], [0.0, 0.5, 0.0], [0.0, 0.4, 0.3], [-0.1, -0.4, 0.2], [0.0, -0.4, -0.1], [0.2, 0.0, -0.1], [0.0, 0.2, 0.0], [0.0, 0.1, 0.1], [0.0, -0.1, 0.1], [0.0, -0.2, -0.1], [-0.1, 0.0, 0.0], [-0.3, 0.0, 0.2], [0.0, 0.0, 0.0], [-0.2, 0.1, -0.1], [-0.1, 0.0, -0.1], [-0.1, -0.1, -0.1], [0.1, 0.0, -0.1], [-0.1, 0.0, 0.0], [0.1, 0.0, -0.1], [-0.1, 0.1, 0.0], [0.0, 0.0, -0.1], [0.1, 0.0, 0.0], [0.0, 0.0, 0.0], [0.3, 0.0, 0.0], [0.1, 0.0, 0.0], [0.0, 0.0, -0.1], [0.0, 0.1, 0.0], [0.2, -0.1, 0.0], [0.2, -0.1, 0.1], [0.0, 0.1, 0.1], [-0.1, -0.2, 0.0], [0.1, 0.0, 0.0], [0.0, 0.1, 0.0], [0.0, 0.1, 0.1], [0.2, 0.0, 0.0], [0.0, 0.0, 0.0], [0.0, -0.1, 0.0], [0.0, -0.1, 0.0], [0.2, 0.1, 0.1], [-0.1, 0.1, 0.1], [0.0, -0.1, 0.0]], "nbo_charge": [0.40, -0.60, -0.27, -0.31, -0.30, -0.27, 0.24, 0.21, 0.21, 0.21, 0.21, -0.61, -0.51, -0.61, 0.95, -0.52, -0.61, -0.62, -0.52, -0.61, -0.61, 0.22, 0.22, 0.21, 0.21, 0.22, 0.22, 0.21, 0.21, 0.23, 0.22, 0.21, 0.23, 0.21, 0.21, 0.21, 0.23, 0.21, 0.21, 0.23, 0.21, 0.21]}